{
  "formula": "C5H7N2",
  "method": "ωB97M-V with the def2-TZVPD basis set",
  "e_above_lowest_kcal_mol": 148.54,
  "e_lumo_ev": [-8.144, -8.139],
  "e_tot_ha": -303.78225,
  "gap_ev": [6.89, 6.91],
  "homo_ev": [-15.0, -15.0],
  "total_charge": 1,
  "symbols": ["C", "C", "C", "C", "C", "N", "N", "H", "H", "H", "H", "H", "H", "H"],
  "coordinates": [[-2.844, -0.580, -0.964], [-1.385, 1.192, -0.321], [-0.236, 0.379, -0.037], [0.935, 1.078, 0.612], [0.736, -1.776, -0.234], [-2.351, 0.481, -0.755], [-0.180, -0.784, -0.542], [-1.507, 2.226, 0.024], [0.679, 2.127, 0.854], [1.942, 1.080, -0.008], [1.127, 0.628, 1.529], [0.377, -2.466, 0.568], [1.111, -2.363, -1.037], [1.595, -1.223, 0.312]],
  "forces_ev_per_a": [[-0.9, -1.1, -0.4], [0.8, -0.4, 1.2], [3.2, 1.5, -0.1], [1.1, 1.4, -1.6], [3.0, 1.5, 3.1], [-2.1, 0.8, -0.9], [-2.6, -0.7, -0.9], [0.1, -0.2, -0.5], [0.2, -0.5, -0.3], [-2.3, -0.2, 1.0], [0.6, -0.9, 1.7], [-0.4, 0.4, -0.6], [-0.2, -0.3, -0.9], [-0.6, -1.4, -0.9]]
}

---

{
  "formula": "C5H7N2",
  "method": "ωB97M-V with the def2-TZVPD basis set",
  "e_above_lowest_kcal_mol": 262.52,
  "e_lumo_ev": [-8.344, -7.909],
  "e_tot_ha": -303.60060,
  "gap_ev": [6.56, 6.67],
  "homo_ev": [-14.9, -14.6],
  "total_charge": 1,
  "symbols": ["C", "C", "C", "C", "C", "N", "N", "H", "H", "H", "H", "H", "H", "H"],
  "coordinates": [[2.871, 0.507, -0.065], [1.702, 0.415, 0.087], [-0.254, 2.200, -0.136], [0.236, -0.225, 0.229], [-0.016, -0.937, -1.081], [-0.233, 1.051, 0.372], [0.304, -0.853, 1.473], [-1.071, 2.805, 0.068], [0.548, 2.503, -0.763], [0.644, -1.793, -1.194], [0.105, -0.234, -1.776], [-1.086, -1.398, -1.021], [0.062, -0.320, 2.349], [0.740, -1.666, 1.766]],
  "forces_ev_per_a": [[8.1, 0.8, -1.0], [-8.5, -1.6, 1.5], [1.2, -1.8, -0.1], [3.5, -0.4, 0.0], [-3.2, -4.0, 3.7], [-2.2, 1.1, 0.4], [-1.8, 2.5, 1.7], [-1.5, 1.3, 0.4], [0.7, 0.7, -0.6], [0.3, 0.2, 0.0], [0.3, 2.4, -3.2], [1.7, 1.1, -0.5], [0.2, -0.2, -1.6], [1.3, -2.3, -0.6]]
}

---

{
  "formula": "C5H7N2O",
  "method": "ωB97M-V with the def2-TZVPD basis set",
  "smiles": "C=C=[N+]=C[C@@H](C)N=O",
  "e_above_lowest_kcal_mol": 121.89,
  "e_lumo_ev": [-6.217, -6.216],
  "e_tot_ha": -379.00846,
  "gap_ev": [7.02, 7.02],
  "homo_ev": [-13.2, -13.2],
  "total_charge": 1,
  "symbols": ["C", "C", "N", "C", "C", "C", "N", "O", "H", "H", "H", "H", "H", "H", "H"],
  "coordinates": [[3.006, -0.561, -0.581], [1.869, -0.455, -0.028], [0.962, -0.178, 0.690], [-0.171, -0.168, 1.287], [-1.449, 0.222, 0.550], [-1.147, 1.005, -0.722], [-1.741, -1.220, 0.001], [-2.861, -1.545, 0.022], [3.367, -0.456, -1.631], [3.874, -0.772, 0.014], [-0.332, -0.135, 2.373], [-2.360, 0.511, 1.013], [-2.034, 1.518, -1.122], [-0.559, 0.421, -1.450], [-0.424, 1.812, -0.415]],
  "forces_ev_per_a": [[2.5, -0.1, -2.2], [1.0, 0.3, -0.4], [-3.3, -0.6, 2.0], [-1.4, 2.9, 0.3], [1.7, -1.8, -1.8], [1.3, 1.5, 0.5], [0.3, -0.7, -0.9], [-0.6, 0.2, 0.2], [-1.2, 0.0, 0.7], [0.1, -0.3, 0.8], [1.1, -0.7, -0.2], [-0.1, 0.5, 1.4], [0.3, -0.6, -0.1], [-0.8, 0.0, 0.1], [-0.8, -0.4, -0.4]]
}

---

{
  "formula": "C5H7N2O",
  "method": "ωB97M-V with the def2-TZVPD basis set",
  "spin_multiplicity": 3,
  "s2": 2.01,
  "e_above_lowest_kcal_mol": 0.00,
  "e_lumo_ev": [-3.765, -6.688],
  "e_tot_ha": -379.02135,
  "gap_ev": [7.43, 8.12],
  "homo_ev": [-11.2, -14.8],
  "total_charge": 1,
  "symbols": ["C", "C", "C", "C", "C", "N", "N", "O", "H", "H", "H", "H", "H", "H", "H"],
  "coordinates": [[0.544, -0.903, 1.742], [1.597, -0.193, 2.260], [0.922, 0.849, 0.428], [-1.008, 0.016, -2.436], [-1.009, -0.473, -0.192], [0.126, -0.208, 0.659], [1.799, 0.871, 1.427], [-0.943, 0.549, -1.217], [0.621, 1.566, -0.242], [-1.031, 0.712, -3.200], [-1.040, -1.013, -2.666], [0.066, -1.781, 1.989], [-1.974, -0.242, 0.313], [-0.921, -1.429, -0.746], [2.251, 1.679, 1.879]],
  "forces_ev_per_a": [[1.5, 1.0, 0.8], [-1.4, -0.6, -1.3], [-0.8, -1.6, 2.3], [0.0, 0.0, -1.1], [-1.2, 1.2, -1.9], [0.9, 0.9, -0.9], [1.1, 0.8, 1.8], [-0.1, -1.0, 2.0], [0.1, 1.7, -1.4], [-0.1, 1.3, -1.3], [0.0, -1.0, 0.4], [-0.7, -1.7, 0.8], [0.8, -0.9, 0.1], [-0.2, 0.2, 1.1], [0.1, -0.2, -1.3]]
}